[1]
ORCA calculation (ωB97M-V/def2-TZVPD) on C39H40BHfN10O3 as an isolated structure at a distorted geometry.

Calculated values
* HOMO energy: -10.7 eV
* ΔE to the lowest compared entry with this formula, charge and spin: 259.7 kJ/mol
* E: -2356.38343 Ha
* gap between HOMO and LUMO: 8.223 eV

ORCA input file:
```
! RIJCOSX wB97M-V def2-TZVPD def2/J DEFGRID3
* xyz 1 1
Hf 0.00341 -0.52384 0.43821
C -0.95523 -0.24818 -4.93459
C -0.05070 0.05299 -3.78430
C 1.21718 0.59767 -3.79674
C 1.63183 0.65373 -2.46571
N 0.65823 0.18087 -1.67772
N -0.37722 -0.19049 -2.50593
B -1.62242 -0.98230 -1.99858
N -1.05546 -2.35410 -1.48150
N 0.16844 -2.39785 -0.86178
C 0.51840 -3.68006 -0.78911
C -0.47522 -4.47637 -1.34303
C -1.45924 -3.59875 -1.77561
C -2.75912 -3.89799 -2.44320
C 1.82008 -4.09215 -0.22237
C 2.99972 -3.67430 -0.83603
C 4.22887 -4.02764 -0.29842
C 4.28565 -4.80090 0.85665
C 3.11289 -5.22807 1.46584
C 1.88100 -4.87881 0.92463
N -2.40736 -0.09302 -0.96265
N -1.77538 0.70986 -0.04317
C -2.69453 1.55659 0.44313
C -3.91531 1.29596 -0.17530
C -3.70072 0.24468 -1.04684
C -4.68108 -0.44177 -1.93610
C -2.46909 2.71270 1.38959
C -1.18962 4.34601 2.11485
C -1.97786 5.31142 2.94743
C -3.26854 5.18713 3.23870
C -4.10958 4.04204 2.86313
C -3.78725 2.99988 2.09795
C 2.94775 1.15718 -1.98664
C 3.29307 1.25137 -0.64050
C 4.53997 1.71505 -0.24430
C 5.47436 2.09728 -1.19521
C 5.14035 2.02523 -2.54081
C 3.89206 1.56459 -2.92960
H -0.50018 0.11358 -5.85433
H -1.92534 0.23491 -4.81868
H -1.12683 -1.32048 -5.03718
H 1.76781 0.89094 -4.67428
H -2.36384 -1.20252 -2.90523
H -0.46121 -5.54889 -1.45626
H -2.87084 -4.97444 -2.55209
H -2.82215 -3.44361 -3.43255
H -3.59464 -3.52964 -1.84791
H 2.94495 -3.07680 -1.73981
H 5.14256 -3.71016 -0.78509
H 5.24432 -5.07523 1.27845
H 3.15490 -5.83353 2.36260
H 0.96188 -5.20093 1.40012
H -4.85188 1.80515 -0.02449
H -5.68014 -0.07664 -1.71001
H -4.67010 -1.51873 -1.77890
H -4.47661 -0.25390 -2.99055
H -0.15433 4.66990 2.04295
H -1.44799 6.19115 3.29515
H -3.74193 5.96325 3.82779
H -5.10055 4.02241 3.30307
H -4.52215 2.20832 2.03133
H 2.56412 1.02072 0.12229
H 4.77831 1.79138 0.81053
H 6.44841 2.45979 -0.89138
H 5.85524 2.33111 -3.29421
H 3.66034 1.51933 -3.98459
N 2.27093 -1.23728 0.96818
C 2.62909 -0.87102 2.35449
C 1.40111 -0.99724 3.22537
O 1.48138 -1.20957 4.42119
N 0.25501 -0.80346 2.52268
C -1.01071 -1.01815 3.22782
C -2.07844 -1.32871 2.18721
O -3.25319 -1.18562 2.37526
O -1.52006 -1.74338 1.03952
H 2.15053 -2.25063 0.94321
H 3.04718 -1.05170 0.33838
H 2.96544 0.16883 2.35096
H 3.43061 -1.48116 2.76367
H -1.32507 -0.15736 3.82030
H -0.93688 -1.86446 3.91391
N 0.61599 1.85316 3.35648
C -0.03733 2.14949 2.24630
C -1.34705 2.82900 2.48081
C -1.81020 3.98838 0.73267
C -0.72165 3.63433 -0.23217
C 0.22977 2.72564 -0.04299
N 0.51764 1.86654 1.07456
H 0.16196 1.86733 4.25458
H 1.54053 1.45700 3.30588
H -1.69016 2.62491 3.49494
H -2.51565 4.71193 0.33124
H -0.69253 4.15873 -1.17965
H 0.94724 2.59238 -0.83597
*
```

---

[2]
ORCA calculation (ωB97M-V/def2-TZVPD) on C39H40BaN3O2Se2 as an isolated structure.

Calculated values
* HOMO energy: -4.0 eV
* ΔE to the lowest compared entry with this formula, charge and spin: 19.0 kJ/mol
* E: -6653.40907 Ha
* gap between HOMO and LUMO: 5.766 eV

ORCA input file:
```
! RIJCOSX wB97M-V def2-TZVPD def2/J DEFGRID3
* xyz -1 1
Ba 0.26281 0.85546 0.87722
C 3.38550 -0.25659 -1.11434
C 2.23613 -0.46975 -2.06802
C 1.69976 0.58551 -2.79242
C 0.69243 0.36880 -3.73225
C 0.13038 1.52080 -4.51914
C 0.21499 -0.92740 -3.91209
C 0.70608 -1.99464 -3.16534
C 0.12646 -3.37610 -3.31891
C 1.72568 -1.75173 -2.25437
H 3.06637 0.02890 -0.10815
H 4.05791 0.51967 -1.48074
H 3.95224 -1.17812 -0.97960
H 2.06875 1.59579 -2.64862
H 0.92689 2.10578 -4.98189
H -0.40444 2.20314 -3.85272
H -0.54468 1.17367 -5.30300
H -0.56194 -1.10708 -4.65101
H -0.67287 -3.54250 -2.59074
H 0.88301 -4.14370 -3.15114
H -0.29613 -3.52343 -4.31411
H 2.13850 -2.57350 -1.67697
O -2.02438 2.53313 1.59758
C -2.16898 3.94330 1.67196
C -0.94055 4.76932 1.27322
C -1.35797 6.20919 1.64950
O -0.40897 7.21523 1.31694
C -0.72999 4.76107 -0.26271
Se 0.28701 3.33726 -1.16515
C 0.35442 4.43901 2.05988
Se 0.42961 2.94724 3.38303
H -1.48813 2.33264 2.40611
H -2.45089 4.21080 2.69753
H -2.99996 4.21140 1.01415
H -1.57325 6.24095 2.72533
H -2.27167 6.47961 1.11262
H 0.46081 6.89222 1.57800
H -0.21502 5.68306 -0.52528
H -1.71570 4.80778 -0.73161
H 0.64236 5.29748 2.67077
H 1.16013 4.25637 1.35196
C -2.43422 -0.99130 4.79706
C -1.62066 -0.29061 3.89534
N -1.74178 -0.39534 2.58914
C -2.69092 -1.21955 2.09858
C -3.55362 -1.96420 2.91811
C -3.39944 -1.82773 4.30869
C -4.53413 -2.82248 2.32197
C -4.64654 -2.92822 0.98390
C -3.78921 -2.18395 0.10966
C -3.87133 -2.26230 -1.29205
C -3.02045 -1.51344 -2.05854
C -2.08402 -0.68985 -1.41844
N -1.97669 -0.60637 -0.11100
C -2.81376 -1.33366 0.65471
H -2.28469 -0.86117 5.86022
H -0.85504 0.38914 4.25620
H -4.04507 -2.38721 4.97595
H -5.18483 -3.38873 2.97828
H -5.38922 -3.58027 0.53891
H -4.60884 -2.91247 -1.74880
H -3.04734 -1.54283 -3.13981
H -1.40165 -0.08504 -2.00698
N 1.66490 -1.17146 1.76687
C 2.44131 -1.88336 2.43821
C 2.33561 -3.40201 2.44374
C 1.85847 -4.04506 1.30290
C 1.67887 -5.41893 1.27885
C 1.95343 -6.18045 2.41031
C 2.41085 -5.55068 3.55868
C 2.60822 -4.17444 3.57040
C 3.54139 -1.28860 3.30206
C 4.77919 -1.90724 3.47066
C 5.79528 -1.28673 4.18917
C 5.58222 -0.04259 4.76525
C 4.34933 0.58197 4.60674
C 3.34602 -0.03515 3.87780
H 1.60974 -3.42644 0.44702
H 1.31760 -5.90181 0.37757
H 1.80842 -7.25404 2.39576
H 2.61666 -6.13185 4.45032
H 2.97203 -3.69222 4.47040
H 4.95642 -2.87935 3.02478
H 6.75636 -1.77697 4.29582
H 6.37147 0.44119 5.32836
H 4.16673 1.55790 5.04055
H 2.39676 0.46477 3.72136
*
```

---

[3]
ORCA calculation (ωB97M-V/def2-TZVPD) on C39H40CeN8O3S as an isolated structure at a distorted geometry.

Calculated values
* expectation value of S²: 0.75
* HOMO energy (spin up / spin down): -15.3 / -15.3 eV
* ΔE to the lowest compared entry with this formula, charge and spin: 36.6 kJ/mol
* E: -3046.52290 Ha
* gap between HOMO and LUMO (spin up / spin down): 6.828 / 6.830 eV

ORCA input file:
```
! RIJCOSX wB97M-V def2-TZVPD def2/J DEFGRID3
* xyz 3 2
Ce -0.75367 0.19770 -0.29324
C -0.36648 -6.02157 -3.52329
C -0.70123 -5.01951 -2.46444
C -0.35561 -5.13281 -1.11891
C -0.82088 -4.27945 -0.10694
C -0.46896 -4.71410 1.21652
N -0.32281 -4.03231 2.34943
C 0.07574 -2.66020 2.64850
C 1.55824 -2.51037 3.04757
C 2.04943 -1.03416 3.15378
N 1.65356 -0.37634 4.39198
C 1.38065 0.93939 4.60296
C 0.27330 1.70755 4.13556
C 0.01794 2.84207 4.91444
C -1.16721 3.54734 4.81456
C -1.47156 4.67071 5.76618
C -2.12594 3.13300 3.87365
C -1.90763 2.04610 2.99256
C -2.94937 1.76736 2.03022
N -2.83697 1.15369 0.89058
C -4.13083 0.97958 0.16404
C -4.08694 1.40602 -1.30671
C -3.60927 0.35585 -2.33023
N -2.66590 -0.59438 -1.74791
C -2.45534 -1.69568 -2.43672
C -1.83574 -2.90254 -1.90376
C -1.49544 -3.90326 -2.82603
C -1.46346 -3.02091 -0.51779
O -1.57002 -2.01573 0.27546
C -0.58540 1.42632 2.95943
O -0.14765 0.80414 1.91892
H 0.08006 -6.92256 -3.11442
H 0.28515 -5.58954 -4.31473
H -1.28205 -6.33823 -4.04646
H 0.29612 -5.93940 -0.84713
H -0.28487 -5.78471 1.25286
H -0.36706 -4.65415 3.14307
H -0.58282 -2.34063 3.46345
H -0.10143 -2.03053 1.76443
H 2.18099 -2.98677 2.28304
H 1.71853 -3.02534 4.00734
H 1.64798 -0.43849 2.33192
H 3.15728 -1.08182 3.11819
H 2.00002 -0.81628 5.23797
H 1.97493 1.47490 5.34419
H 0.74589 3.09476 5.66477
H -0.68716 4.84949 6.49585
H -2.37254 4.46076 6.36910
H -1.65554 5.62120 5.23994
H -3.08392 3.67412 3.87533
H -3.94515 2.10775 2.35028
H -4.90870 1.56776 0.69841
H -4.47653 -0.06775 0.24487
H -3.37855 2.25062 -1.40431
H -5.08897 1.76086 -1.59805
H -3.14820 0.93093 -3.16820
H -4.46323 -0.25130 -2.69607
H -2.67391 -1.72182 -3.52612
H -1.79036 -3.81407 -3.86753
S 4.15894 4.88537 -4.58524
N 3.94193 3.25236 -4.63022
C 2.91225 3.00329 -3.82738
C 2.33551 1.71495 -3.61159
C 2.84975 0.58680 -4.21872
C 2.11949 -0.61914 -4.10778
C 0.94134 -0.62032 -3.39230
N 0.49281 0.46077 -2.67675
C 1.14430 1.62976 -2.82113
C 0.65953 2.79359 -2.08637
N -0.30283 2.61291 -1.14641
C -0.84749 3.73256 -0.60109
C -0.43226 5.03726 -0.84714
C 0.65865 5.22489 -1.70381
C 1.22265 4.08420 -2.31931
C 2.33360 4.18030 -3.21267
N 3.00658 5.31304 -3.48798
H 3.77581 0.68920 -4.75338
H 2.48738 -1.54807 -4.55133
H 0.31610 -1.50389 -3.38192
H -1.64916 3.54327 0.12124
H -0.92853 5.84817 -0.33551
H 1.09465 6.20002 -1.94453
C 2.80142 -2.76513 -0.81323
C 2.54939 -1.36251 -0.41424
C 3.72892 -0.44012 -0.41967
O 1.38453 -0.94660 -0.11121
H 3.78147 -3.11003 -0.40530
H 2.88255 -2.81162 -1.91644
H 2.00059 -3.44406 -0.51073
H 4.41741 -0.80088 0.37305
H 3.41865 0.57783 -0.14123
H 4.23357 -0.45146 -1.39202
*
```

---

[4]
ORCA calculation (ωB97M-V/def2-TZVPD) on C39H40Cl2FGeN4O9S2V as an isolated structure at a distorted geometry.

Calculated values
* expectation value of S²: 0.78
* HOMO energy (spin up / spin down): -3.8 / -3.8 eV
* ΔE to the lowest compared entry with this formula, charge and spin: 369.4 kJ/mol
* E: -7243.93660 Ha
* gap between HOMO and LUMO (spin up / spin down): 4.723 / 5.209 eV

ORCA input file:
```
! RIJCOSX wB97M-V def2-TZVPD def2/J DEFGRID3
* xyz -1 2
V -0.20671 0.02846 -1.23192
O -1.60034 5.91871 0.07628
C -0.89609 5.76803 1.18021
O -0.70497 6.68958 1.93125
C -0.34373 4.40149 1.46041
C 0.39162 4.06394 2.58240
Cl 0.81958 5.08295 3.87222
N 0.71900 2.73085 2.49659
N 0.21967 2.21191 1.37735
C -0.40524 3.18019 0.74087
C -1.04643 2.81975 -0.54668
O -1.69375 3.58102 -1.21422
O -0.80068 1.57498 -0.89300
C 1.39635 1.81389 3.35748
C 1.10826 0.38428 3.04891
C 1.80591 -0.58333 3.92910
C 2.59510 -0.18516 4.95246
C 2.82769 1.19469 5.19869
C 2.23866 2.16937 4.38839
H -1.71153 5.06915 -0.42160
H 0.02419 0.22196 3.07144
H 1.65185 -1.63572 3.71797
H 3.05863 -0.92463 5.59810
H 3.47543 1.50295 6.01121
H 2.45254 3.20380 4.58932
O -2.72266 -4.87872 -3.13120
C -3.74568 -4.06451 -2.93055
O -4.88392 -4.42302 -3.09206
C -3.42373 -2.67424 -2.49373
C -4.34928 -1.72876 -2.11232
Cl -6.03488 -1.85524 -2.00175
N -3.68731 -0.60183 -1.74777
N -2.36974 -0.76691 -1.89303
C -2.19326 -2.00919 -2.32732
C -0.78035 -2.49745 -2.32257
O -0.48900 -3.62733 -2.63610
O 0.06683 -1.59946 -1.92307
C -4.21842 0.59485 -1.14354
C -3.68554 1.01694 0.06218
C -4.20621 2.14765 0.67134
C -5.23860 2.85450 0.06807
C -5.76270 2.41947 -1.14194
C -5.25607 1.28327 -1.75277
H -1.84961 -4.45065 -2.95677
H -2.88822 0.45251 0.53308
H -3.80991 2.46102 1.63061
H -5.62423 3.75139 0.54091
H -6.55942 2.97525 -1.61942
H -5.65706 0.93729 -2.69608
F -1.84122 3.17045 -6.61210
C -1.10479 2.59823 -5.62691
C -0.45909 3.40572 -4.71656
C 0.31093 2.81232 -3.72523
C 0.44575 1.42476 -3.63250
C 1.26681 0.79005 -2.56432
C -0.23081 0.64742 -4.57984
C -1.00914 1.22616 -5.57614
H -0.55599 4.48358 -4.78706
H 0.82459 3.44335 -3.00641
H 1.92743 1.51145 -2.08093
H 1.83811 -0.05641 -2.93811
H -0.13409 -0.43194 -4.54275
H -1.52841 0.62177 -6.31106
C 3.77758 -4.54039 1.51567
C 2.34392 -4.43709 0.99454
C 2.01636 -3.08210 0.36677
C 1.97280 -1.93988 1.38913
Ge 1.49702 -0.22874 0.49497
C 3.21072 0.78339 0.55474
C 4.14460 0.26757 -0.55779
C 5.04172 -0.88828 -0.10843
C 5.78188 -1.51923 -1.28572
H 3.96862 -5.53471 1.92962
H 3.96867 -3.80804 2.30584
H 4.50007 -4.36693 0.70968
H 1.64232 -4.62682 1.81369
H 2.17856 -5.21266 0.24115
H 1.04308 -3.16306 -0.11237
H 2.74666 -2.86687 -0.42624
H 2.93373 -1.81344 1.89325
H 1.21710 -2.17388 2.14065
H 1.33135 0.16118 1.97296
H 3.69890 0.71538 1.53101
H 2.96752 1.83485 0.38383
H 4.78009 1.08145 -0.92017
H 3.55504 -0.07802 -1.41591
H 4.42949 -1.65455 0.37588
H 5.76142 -0.52038 0.62824
H 5.06656 -1.89469 -2.02484
H 6.40485 -2.35886 -0.96569
H 6.42401 -0.78837 -1.78648
C -3.49092 -3.06862 4.00011
O -2.77246 -2.89763 2.77434
C -2.42725 -1.65519 2.37172
S -2.96433 -0.30029 3.20458
S -1.50002 -1.69381 0.94096
H -3.62972 -4.14309 4.10462
H -4.45321 -2.56228 3.96821
H -2.92287 -2.67279 4.84006
*
```

---

[5]
ORCA calculation (ωB97M-V/def2-TZVPD) on C39H40Cl3FN3O7PSbSe4Ti as an isolated structure at a distorted geometry.

Calculated values
* HOMO energy: -2.5 eV
* ΔE to the lowest compared entry with this formula, charge and spin: 395.5 kJ/mol
* E: -14718.27848 Ha
* gap between HOMO and LUMO: 4.032 eV

ORCA input file:
```
! RIJCOSX wB97M-V def2-TZVPD def2/J DEFGRID3
* xyz -1 1
Ti -1.53707 1.73242 -0.38552
Cl -5.32117 4.99572 -6.16082
C -4.40777 4.28202 -4.87282
C -4.46917 2.91182 -4.67682
C -3.78707 2.36422 -3.61392
Cl -3.92067 0.67462 -3.24732
C -2.98687 3.14222 -2.74652
O -2.38717 2.61902 -1.74822
C -2.93457 4.52412 -3.01612
Cl -1.93307 5.51972 -1.99842
C -3.64857 5.09552 -4.04762
H -5.04417 2.27802 -5.33292
H -3.60277 6.16382 -4.20062
Se 1.21703 -4.05928 0.10198
Sb -0.44617 -2.28758 -0.29242
Se -3.28607 0.92232 0.51858
Se -1.75097 -0.44718 -0.04792
Se 0.16813 -2.89858 -2.49902
C 4.77733 -0.83778 2.21118
C 3.95463 -0.35998 3.40738
N 2.54513 -0.22648 3.10288
C 2.08423 0.94932 2.64618
C 0.76803 1.20612 2.41298
C 0.39813 2.49862 1.75508
O 1.07113 3.50552 1.89978
O -0.65927 2.46672 1.01268
C -0.23957 0.24602 2.82828
O -1.43427 0.56752 2.98358
C 0.29273 -1.08808 3.10218
C -0.54817 -2.20848 3.22448
C -0.02827 -3.46618 3.42458
F -0.90017 -4.47398 3.66528
C 1.36683 -3.72558 3.42648
C 2.18603 -2.59998 3.35668
C 1.68453 -1.30788 3.19578
N 1.87253 -5.00478 3.53788
C 1.08783 -6.09068 2.95408
C 1.94963 -7.16618 2.30848
N 2.86323 -6.51948 1.36558
C 3.72953 -5.49808 1.99978
C 3.28273 -5.26828 3.44438
H 5.77993 -1.10008 2.53898
H 4.85163 -0.04468 1.47478
H 4.31633 -1.69508 1.72618
H 4.31353 0.62122 3.73398
H 4.04653 -1.04838 4.25128
H 2.81613 1.72542 2.45838
H -1.61737 -2.08468 3.09348
H 3.24523 -2.74348 3.29358
H 0.51823 -5.67748 2.11718
H 0.45053 -6.54128 3.71678
H 1.27643 -7.80058 1.74318
H 2.51573 -7.75888 3.03028
H 2.25373 -5.89898 0.67508
H 3.39313 -7.17918 0.80448
H 3.49173 -4.61118 1.38548
H 4.77083 -5.80958 1.96568
H 3.86383 -4.46378 3.88348
H 3.48333 -6.15598 4.04808
C 5.01623 0.22592 -2.97832
C 4.99743 0.69702 -1.67562
C 3.79993 0.79292 -0.99202
C 2.60733 0.40642 -1.59702
C 2.63713 -0.09308 -2.89692
C 3.83563 -0.17468 -3.57922
C 1.33853 0.59652 -0.87862
C 0.24883 1.18352 -1.38262
C -0.02597 1.48882 -2.78022
C -0.73717 0.51082 -3.49832
C -1.15087 0.76232 -4.79032
C -0.90397 2.00222 -5.36832
C -0.20727 2.97272 -4.66492
C 0.25143 2.71642 -3.38482
H 5.95103 0.15642 -3.51652
H 5.91743 1.00002 -1.19252
H 3.77953 1.20532 0.00898
H 1.73663 -0.45118 -3.36992
H 3.83493 -0.55998 -4.58632
H 1.25673 0.24482 0.16438
H -0.98337 -0.42658 -2.98612
H -1.67637 -0.00428 -5.34392
H -1.26677 2.21732 -6.36462
H -0.02527 3.94192 -5.11452
H 0.80913 3.47132 -2.83522
C -6.18397 2.07882 -1.02902
O -6.06817 2.58622 0.26198
P -4.57777 2.44222 0.86928
O -4.98797 2.76022 2.39188
C -3.90987 2.48392 3.23748
O -3.77617 3.76732 0.38768
C -4.34197 5.02292 0.53648
H -7.22027 2.17432 -1.33982
H -5.91637 1.01392 -1.08482
H -5.55687 2.62582 -1.74462
H -4.10577 2.94722 4.19828
H -2.95787 2.88922 2.86528
H -3.77337 1.41002 3.40358
H -4.20477 5.56802 -0.39642
H -3.84847 5.54932 1.35408
H -5.40677 4.93282 0.75238
*
```